# 1
Molecular formula: C31H76Cl3O20P5
Method: DFT, wB97M-V/def2-TZVPD

```
135
Properties=species:S:1:pos:R:3
C -1.410 0.177 3.887
Cl -0.484 -0.700 5.115
Cl -0.747 1.784 3.674
Cl -3.176 0.217 4.304
H -1.278 -0.495 3.068
C 4.108 0.449 4.454
C 3.420 0.793 3.199
O 3.892 2.224 2.829
P 4.599 2.472 1.428
O 4.537 1.372 0.419
O 3.804 3.838 0.991
C 3.955 4.247 -0.434
C 5.381 4.603 -0.795
O 6.119 2.862 1.782
C 6.715 3.632 2.819
C 6.793 2.835 4.124
H 5.195 0.424 4.171
H 3.840 1.168 5.274
H 3.816 -0.520 4.875
H 3.514 0.104 2.369
H 2.382 0.846 3.390
H 3.653 3.392 -1.035
H 3.194 5.018 -0.622
H 6.112 3.761 -0.539
H 5.355 4.835 -1.863
H 5.631 5.503 -0.205
H 7.711 4.048 2.473
H 6.035 4.492 2.906
H 5.827 2.468 4.489
H 7.413 1.905 4.085
H 7.231 3.451 4.883
C -2.296 -10.003 1.226
C -1.527 -8.715 1.011
O -1.461 -8.004 2.336
P -2.128 -6.554 2.390
O -2.936 -6.339 1.143
O -0.970 -5.489 2.635
C 0.062 -5.068 1.729
C 0.741 -3.817 2.238
O -2.908 -6.504 3.804
C -2.228 -6.399 5.081
C -2.916 -5.251 5.714
H -2.039 -10.355 2.184
H -3.313 -10.006 1.157
H -1.884 -10.814 0.539
H -0.453 -8.959 0.900
H -1.967 -8.056 0.338
H 0.757 -5.902 1.575
H -0.437 -4.821 0.779
H 1.493 -3.391 1.540
H -0.001 -3.072 2.460
H 1.239 -4.098 3.140
H -2.385 -7.286 5.692
H -1.107 -6.258 4.968
H -2.742 -5.374 6.787
H -2.661 -4.244 5.337
H -3.956 -5.427 5.602
C -0.425 -3.786 -2.441
C -0.544 -2.819 -1.305
O -1.947 -2.787 -0.932
P -2.444 -1.772 0.159
O -1.644 -1.809 1.439
O -3.911 -2.262 0.170
C -4.265 -3.406 0.987
C -4.736 -3.082 2.367
O -2.578 -0.410 -0.629
C -3.162 -0.343 -1.932
C -4.528 0.287 -1.887
H 0.638 -4.099 -2.458
H -1.043 -4.631 -2.365
H -0.578 -3.151 -3.330
H 0.026 -3.168 -0.430
H -0.135 -1.790 -1.599
H -4.998 -3.930 0.384
H -3.365 -4.050 1.050
H -5.037 -3.966 2.898
H -3.850 -2.698 2.901
H -5.463 -2.286 2.232
H -2.460 0.282 -2.519
H -3.292 -1.361 -2.361
H -5.252 -0.235 -1.193
H -4.465 1.378 -1.682
H -5.046 0.213 -2.887
C -1.668 4.968 1.769
C -2.728 5.123 0.684
O -2.342 5.886 -0.457
P -1.526 5.330 -1.646
O -0.842 4.083 -1.308
O -2.524 5.168 -2.834
C -3.041 3.922 -3.401
C -4.555 3.882 -3.150
O -0.656 6.651 -2.019
C 0.098 6.626 -3.259
C 0.951 7.867 -3.217
H -1.978 4.189 2.489
H -0.716 4.646 1.240
H -1.496 5.844 2.277
H -3.001 4.144 0.304
H -3.605 5.629 1.064
H -2.710 3.896 -4.409
H -2.533 3.219 -2.742
H -4.613 3.935 -2.038
H -5.081 4.735 -3.470
H -5.068 2.949 -3.563
H 0.573 5.624 -3.227
H -0.584 6.648 -4.081
H 0.353 8.774 -2.958
H 1.769 7.739 -2.452
H 1.363 8.175 -4.220
C 1.385 -2.493 -5.849
C 1.237 -1.072 -5.433
O 1.140 -1.014 -4.048
P 0.758 0.309 -3.311
O -0.600 0.859 -3.421
O 1.186 -0.133 -1.817
C 1.035 0.830 -0.825
C 1.296 0.102 0.481
O 1.865 1.354 -3.842
C 1.460 2.758 -3.883
C 2.457 3.463 -4.765
H 2.232 -2.930 -5.335
H 0.465 -3.030 -5.619
H 1.616 -2.584 -6.957
H 2.145 -0.439 -5.743
H 0.309 -0.587 -5.885
H 1.772 1.626 -1.006
H -0.017 1.199 -0.707
H 2.172 -0.465 0.392
H 1.149 0.794 1.319
H 0.395 -0.612 0.485
H 0.488 2.878 -4.303
H 1.439 3.273 -2.875
H 3.419 3.201 -4.458
H 2.332 3.169 -5.766
H 2.418 4.568 -4.663
```

The calculation puts the total energy at -5819.3699 hartree. As for the spin multiplicity: 1. The calculation puts the HOMO-LUMO gap at 0.4001 Eh. As for the energy above the lowest of the compared OMol25 structures with the same formula, charge and spin: 127.0 kJ/mol. The SMILES is CCOP(=O)(OCC)OCC.CCOP(=O)(OCC)OCC.CCOP(=O)(OCC)OCC.CCOP(=O)(OCC)OCC.CCOP(=O)(OCC)OCC.ClC(Cl)Cl. The value obtained for the HOMO energy is -0.3759 hartree.

Löwdin population analysis, charges in e, atoms 1 to 4: -1.508 0.508 0.564 0.499

---

# 2
Molecular formula: C9H15Cl2NRe
Method: DFT, wB97M-V/def2-TZVPD

```
28
Properties=species:S:1:pos:R:3
Re 0.555 0.951 0.564
Cl 1.373 1.502 -1.498
Cl 0.386 0.364 2.813
C -0.468 2.476 0.814
H -1.247 2.477 1.639
H -0.948 2.980 -0.079
C -0.326 -0.903 -0.059
C -1.214 0.121 0.060
H 0.491 -1.298 0.492
C -1.994 0.756 -1.226
H -2.025 0.145 0.816
C -2.649 -0.421 -1.878
H -2.727 1.545 -0.965
H -1.300 1.290 -1.888
C -1.594 -1.517 -2.039
H -3.445 -0.772 -1.206
H -3.097 -0.150 -2.830
C -1.084 -1.996 -0.693
H -2.030 -2.371 -2.542
H -0.754 -1.126 -2.631
H -1.903 -2.136 0.041
H -0.508 -2.919 -0.736
C 4.824 0.130 2.430
C 3.592 0.251 1.679
N 2.652 0.318 1.030
H 5.201 1.131 2.693
H 5.589 -0.395 1.838
H 4.648 -0.433 3.361
```

The calculation puts the total energy at -1405.1790 hartree. As for the spin multiplicity: 4. The calculation puts the HOMO-LUMO gap (spin up / spin down) at 0.2813 / 0.2406 Eh. The expectation value of S² is 3.78. The value obtained for the HOMO energy (spin up / spin down) is -0.2687 / -0.2863 hartree.

natural (NBO) population analysis, charges in e, atoms 1 to 4: 0.915 -0.375 -0.449 -0.577

---

# 3
Molecular formula: C3H4ClFO
Method: DFT, wB97M-V/def2-TZVPD

```
10
Properties=species:S:1:pos:R:3
C 0.145 -0.636 0.362
C -0.885 0.039 -0.530
C 0.090 0.856 0.367
H 1.946 -0.760 -0.335
H -0.091 -1.097 1.282
H -0.594 0.052 -1.569
H -0.277 1.352 1.237
O 1.156 -1.303 -0.320
F 1.070 1.450 -0.349
Cl -2.558 0.047 -0.145
```

The calculation puts the total energy at -751.9530 hartree. As for the spin multiplicity: 1. The calculation puts the HOMO-LUMO gap at 0.3930 Eh. As for the energy above the lowest of the compared OMol25 structures with the same formula, charge and spin: 99.8 kJ/mol. The SMILES is O[C@H]1[C@@H](F)[C@@H]1Cl. The value obtained for the HOMO energy is -0.3608 hartree.

natural (NBO) population analysis, charges in e, atoms 1 to 4: 0.049 -0.306 0.167 0.482